Model 1:
A 2-piece molecular cluster, CH3BrO2P overall, computed with the ωB97M-V functional and the def2-TZVPD basis.

Atoms and positions in Å:
C  0.2149  0.3444  -0.0216
O  -1.3366  2.4077  -1.3706
O  -1.3205  2.2188  1.2020
P  -1.2245  1.6244  -0.1418
Br  -3.7842  -0.5807  0.0706
H  0.0290  0.2477  1.0555
H  0.0739  -0.7236  -0.3776
H  0.9792  1.0140  -0.3927

Values from the calculation:
2S+1: 1
charge: -1

=====

Model 2:
CH3BrO2P as an isolated structure, computed with the ωB97M-V functional and the def2-TZVPD basis.

Atoms and positions in Å:
C  0.0850  -0.2276  -0.0661
O  -0.7847  -1.7842  -2.9385
O  -0.4320  -2.8603  0.0769
P  0.1140  -1.9417  -0.9166
Br  2.3499  -2.0557  -0.9823
H  -0.8502  -0.1002  0.3187
H  0.7768  -0.1362  0.8869
H  0.2995  0.5409  -0.8838

Values from the calculation:
2S+1: 1
charge: -1

=====

Model 3:
CH3BrO2P as an isolated structure, computed with the ωB97M-V functional and the def2-TZVPD basis.

Atoms and positions in Å:
C  0.0216  0.8148  -0.6423
O  -0.1212  -2.6518  -0.4775
O  -1.3479  -0.2534  1.4343
P  -0.2767  -0.6976  0.5080
Br  1.5903  -0.4478  1.6560
H  -0.7333  0.7754  -1.5851
H  -0.1355  1.6518  0.0794
H  1.0028  0.8086  -0.9728

Values from the calculation:
2S+1: 1
charge: -1

=====

Short version: model 1 is the most stable of them.

=====

Model 1:
CH3Cl2NOS as an isolated structure, computed with the ωB97M-V functional and the def2-TZVPD basis.

Atoms and positions in Å:
C  -0.6625  -1.1749  0.9358
N  1.7201  1.2851  -1.5062
O  -0.7472  1.3440  0.7015
S  -1.7521  0.2386  0.6820
Cl  0.5833  -1.0227  -0.2802
Cl  0.5502  2.1953  -0.9466
H  -0.1554  -1.2557  1.8783
H  -1.0439  -2.1027  0.7203
H  1.5074  0.4929  -2.1849

Values from the calculation:
2S+1: 1

=====

Model 2:
CH3Cl2NOS as an isolated structure, computed with the ωB97M-V functional and the def2-TZVPD basis.

Atoms and positions in Å:
C  1.1234  -0.3666  -0.4907
N  -1.5162  -0.3856  0.9178
O  -0.2116  1.8865  -0.4570
S  0.3459  0.9964  0.5386
Cl  2.8343  -0.4316  -0.0836
Cl  -2.5354  -0.2405  -0.4640
H  0.5588  -1.4015  -0.2485
H  1.1311  -0.1546  -1.4804
H  -1.7303  0.0976  1.7677

Values from the calculation:
2S+1: 1

=====

Short version: model 2 is the most stable of them.

=====

Model 1:
One molecule with the formula C4H12NPS, computed with the ωB97M-V functional and the def2-TZVPD basis.

Atoms and positions in Å:
C  -1.8730  -1.5702  0.7884
C  -1.0062  -0.4325  0.9620
P  0.5040  -0.5805  -0.1708
N  -0.4310  -0.2846  -1.6384
S  1.4213  -2.5260  -0.4425
C  1.6009  0.9388  0.1714
C  1.2873  1.8852  1.4031
H  -2.1998  -1.6379  -0.2893
H  -1.5688  -2.5739  1.0756
H  -2.9162  -1.3758  1.3902
H  -0.6602  -0.2940  1.9854
H  -1.3344  0.4192  0.4647
H  -0.7371  -1.2468  -1.8868
H  -0.0264  0.3415  -2.3549
H  2.6543  0.5790  0.1728
H  1.3734  1.5252  -0.6762
H  0.3940  2.5456  1.1033
H  1.0489  1.4046  2.3199
H  2.1233  2.5613  1.6602

Values from the calculation:
2S+1: 1
structure (SMILES): CCP(N)(=S)CC

=====

Model 2:
One molecule with the formula C4H12NPS, computed with the ωB97M-V functional and the def2-TZVPD basis.

Atoms and positions in Å:
C  1.6251  1.8006  -1.1013
C  0.2308  2.0134  -1.7280
S  -1.3045  1.4299  -0.8911
P  -1.1170  -0.6911  -0.8703
N  -0.9751  -1.0142  1.0651
C  -1.0318  -2.4569  1.3032
C  0.2789  -0.5209  1.5909
H  1.9076  2.8111  -0.6438
H  1.7873  1.0597  -0.3686
H  2.2293  1.5583  -1.8527
H  0.3425  1.5792  -2.6392
H  -0.0361  3.0235  -2.0853
H  -2.6427  -0.8506  -0.7873
H  -1.8286  -2.8914  0.6125
H  -0.1431  -3.0950  0.9758
H  -1.1087  -2.4893  2.3978
H  0.5217  -0.7610  2.5413
H  1.0461  -0.9801  1.0503
H  0.2182  0.4746  1.4308

Values from the calculation:
2S+1: 1
structure (SMILES): CCSPN(C)C

=====

Model 3:
A 2-piece molecular cluster, C4H12NPS overall, computed with the ωB97M-V functional and the def2-TZVPD basis.

Atoms and positions in Å:
C  1.4694  -0.9137  -0.0562
C  -0.5306  -2.1299  -0.7347
C  0.3075  2.6255  -1.2217
C  -0.6870  0.7334  1.8652
N  0.0953  -1.0229  -0.0565
P  -0.8223  0.3354  0.0825
S  -2.7806  -0.0196  -0.1679
H  1.9042  -1.0165  0.9652
H  2.0064  -1.7796  -0.7463
H  1.7578  0.0957  -0.3112
H  0.3121  -2.8887  -1.0122
H  -1.0982  -2.6808  0.0446
H  -1.3389  -1.8250  -1.4290
H  -0.1333  3.4589  -0.7370
H  1.2918  2.3583  -0.9212
H  -0.0165  2.1704  -2.1230
H  -0.9950  -0.2120  2.3330
H  0.4408  0.9745  2.0809
H  -1.1829  1.7365  2.1456

Values from the calculation:
2S+1: 1

=====

Short version: model 1 is the most stable of them.